[1]
Entry from the Open Molecules 2025 dataset: a molecular structure, C19H28NO4Re in a non-equilibrium geometry (the ωB97M-V functional and the def2-TZVPD basis).

Multiplicity: 4
HOMO-LUMO gap (alpha / beta) in eV: 7.5651 / 6.6137
⟨S²⟩: 3.77
HOMO energy (alpha / beta) in eV: -10.037 / -11.981
Energy above the lowest of the compared OMol25 structures with the same formula, charge and spin in eV: 0.407
DFT total energy in eV: -31952.535
Charge: +1

Atoms and positions in Å:
O: -0.5166 1.7468 -2.4889
C: 0.5929 2.6783 -2.6235
C: -0.2434 3.8656 -2.1592
H: 0.9438 2.7516 -3.6558
H: 1.3960 2.4208 -1.9254
C: -1.3626 2.7903 -1.9148
H: -0.4046 4.5908 -2.9547
H: 0.1482 4.3133 -1.2441
C: -2.6529 2.8054 -2.7248
H: -2.4565 2.8334 -3.8021
H: -3.2992 3.6445 -2.4551
H: -3.2079 1.8804 -2.5150
C: -1.6083 2.6151 -0.4287
H: -0.6650 2.4302 0.1109
H: -2.3190 1.7992 -0.2402
H: -2.0481 3.5317 -0.0088
Re: 0.2751 -0.9015 1.7134
C: 0.9355 0.4386 3.2930
C: 2.0984 -0.3675 3.0997
C: 2.6737 0.0146 1.8468
H: 2.5215 -1.0295 3.8413
C: 1.8536 0.9826 1.2161
C: 0.7350 1.2341 2.0864
H: 0.0141 2.0411 1.9968
H: 0.4418 0.5730 4.2491
H: 3.6523 -0.2842 1.5121
H: 2.0752 1.5115 0.2963
C: -1.0394 -1.4805 3.3013
C: -1.5191 -0.2790 2.6627
C: -1.7551 -0.5703 1.2805
H: -1.7608 0.6560 3.1645
C: -1.4994 -1.9858 1.0971
C: -1.0225 -2.5247 2.3257
H: -0.7680 -3.5613 2.5076
H: -0.8154 -1.6208 4.3572
H: -2.2253 0.0907 0.5591
H: -1.7182 -2.5733 0.2127
O: 0.7004 -1.5563 -0.2961
C: -0.2228 -1.1438 -1.4152
C: 0.1980 -1.8365 -2.6824
H: -0.2122 -0.0630 -1.4810
H: -1.2275 -1.4794 -1.1753
C: 1.2044 -2.9046 -2.2711
H: 0.6276 -1.0895 -3.3659
H: -0.6574 -2.3277 -3.1661
C: 1.4209 -2.8094 -0.7769
H: 2.1680 -2.7603 -2.7692
H: 0.8827 -3.9347 -2.4772
H: 2.4849 -2.6882 -0.5553
H: 0.9573 -3.6589 -0.2474
O: 1.7926 -3.2448 3.3627
N: 2.3365 -3.2863 2.2513
O: 2.0967 -2.2780 1.4756


[2]
Entry from the Open Molecules 2025 dataset: 2 unconnected molecules or ions with the total composition C5H10Cl3N in a non-equilibrium geometry (the ωB97M-V functional and the def2-TZVPD basis).

HOMO-LUMO gap (alpha / beta) in eV: 8.3689 / 8.5797
HOMO energy (alpha / beta) in eV: -8.706 / -9.490
Energy above the lowest of the compared OMol25 structures with the same formula, charge and spin in eV: 3.691
DFT total energy in eV: -44400.052
Charge: 0

Atoms and positions in Å:
C: -0.5794 -0.8725 1.3690
C: 0.2465 -2.2761 -0.6275
C: 1.4351 -0.1672 -0.0015
C: 0.0126 -0.8639 -0.0975
C: -0.7750 3.3219 -0.4022
N: -0.7229 -0.1118 -1.0263
Cl: -0.4066 3.2464 1.2746
Cl: 0.4127 3.8975 -1.4732
Cl: -2.4112 3.6339 -0.8173
H: 0.1399 -1.4780 1.8944
H: -0.7126 0.1844 1.6057
H: -1.5829 -1.5148 1.3174
H: 0.8887 -2.8967 0.1196
H: 0.5523 -2.1158 -1.7185
H: -0.6911 -2.6509 -0.6684
H: 1.4291 0.8766 0.2350
H: 2.2269 -0.8202 0.6165
H: 1.8496 -0.0623 -0.9304
H: -1.3117 0.6696 -0.6695


[3]
Entry from the Open Molecules 2025 dataset: 2 unconnected molecules or ions with the total composition C4H12N2OS in a non-equilibrium geometry (the ωB97M-V functional and the def2-TZVPD basis).

HOMO-LUMO gap in eV: 4.0485
HOMO energy in eV: -7.839
Energy above the lowest of the compared OMol25 structures with the same formula, charge and spin in eV: 7.832
DFT total energy in eV: -20198.283
Charge: 0

Atoms and positions in Å:
C: -0.3330 0.4916 1.3831
N: -0.1472 1.9318 1.5528
C: 0.5506 2.5209 0.1676
O: 0.6019 1.6551 -0.7568
C: -1.4487 0.3474 0.3062
C: 1.3670 -1.4598 -1.8212
S: 0.6024 -2.1309 -0.3867
N: -1.9788 -0.9981 0.1163
H: -0.6997 0.0773 2.3118
H: 0.4878 -0.0456 1.0149
H: 0.5060 2.1300 2.3350
H: 0.0553 3.5036 -0.0626
H: 1.5020 2.9253 0.5722
H: 0.8702 -2.0591 -2.6421
H: -2.2593 1.0302 0.7070
H: 1.3688 -0.4093 -2.0338
H: 2.3399 -1.9884 -1.9222
H: -1.2146 -1.6601 -0.2064
H: -0.9459 0.7732 -0.6989
H: -2.3977 -1.3602 0.9678